No. 1
# C28H54N6O5S5

11 unconnected molecules or ions with the total composition C28H54N6O5S5 at a distorted geometry (ωB97M-V with the def2-TZVPD basis set, OMol25).

Results
E	-3794.76478	hartree
net charge	0

Structure (XYZ):
```
98
Properties=species:S:1:pos:R:3:forces:R:3
C -23.390 -3.203 38.041 0.7 -0.2 -0.8
S -24.599 -1.863 38.218 -0.3 -0.7 0.6
O -25.284 -1.679 36.903 0.3 0.0 0.2
C -25.763 -2.833 39.234 -0.5 0.6 0.2
H -23.787 -4.004 37.415 -0.3 0.1 0.1
H -22.981 -3.649 38.948 -0.5 0.3 0.3
H -22.520 -2.807 37.511 -0.2 0.2 -0.1
H -25.353 -3.159 40.190 0.4 -0.3 -0.3
H -26.198 -3.622 38.620 0.3 -0.2 0.1
H -26.590 -2.193 39.547 0.1 0.3 -0.3
C -34.551 -2.866 36.563 -2.1 -0.6 0.3
S -34.034 -3.986 37.904 0.8 0.2 0.2
O -34.941 -5.168 37.965 0.2 0.6 -0.6
C -32.460 -4.462 37.121 0.0 -0.5 0.4
H -35.536 -2.514 36.898 0.2 0.2 0.2
H -34.865 -3.490 35.720 0.7 0.1 -0.3
H -33.961 -1.984 36.340 0.5 -0.3 0.0
H -32.512 -4.493 36.035 -0.1 0.1 0.0
H -32.206 -5.460 37.484 -0.2 0.0 0.0
H -31.664 -3.817 37.494 -0.1 0.3 -0.2
C -30.778 -3.311 33.647 -0.2 0.2 0.2
S -31.107 -4.302 32.203 0.4 -0.8 0.0
O -30.065 -5.397 32.208 -0.6 0.5 0.0
C -32.663 -5.059 32.731 0.4 -0.6 0.4
H -31.637 -2.649 33.779 0.1 0.1 0.1
H -29.881 -2.723 33.460 0.0 0.0 -0.1
H -30.617 -3.915 34.538 -0.1 -0.2 -0.1
H -33.451 -4.315 32.810 0.0 0.0 -0.3
H -32.565 -5.602 33.677 0.3 0.3 0.1
H -32.876 -5.854 32.017 -0.2 0.4 -0.3
C -28.561 0.622 42.353 0.1 0.3 0.0
S -27.337 0.741 41.014 -1.3 1.1 -0.3
O -28.224 0.916 39.797 0.8 -0.1 0.5
C -26.691 2.402 41.495 -0.5 -0.5 0.1
H -29.284 1.440 42.309 0.3 0.2 -0.3
H -28.052 0.690 43.313 -0.1 -0.5 0.1
H -29.142 -0.283 42.181 0.4 -0.3 0.3
H -27.503 3.128 41.508 -0.1 -0.2 -0.1
H -25.928 2.746 40.804 0.1 -0.3 0.0
H -26.319 2.275 42.512 0.3 0.1 -0.1
C -26.409 2.375 35.058 -0.4 -0.1 0.8
S -25.478 3.200 36.377 -0.6 -0.3 0.4
O -26.333 4.364 36.767 0.3 -0.3 0.1
C -25.689 1.861 37.634 0.9 0.6 -0.5
H -25.963 1.412 34.818 0.2 0.2 -0.4
H -26.512 3.094 34.252 0.3 -0.2 -0.2
H -27.406 2.180 35.462 0.0 0.1 0.0
H -24.922 2.037 38.391 -0.1 0.1 0.1
H -25.399 0.938 37.128 -0.4 -0.2 0.1
H -26.670 1.871 38.104 -0.2 -0.1 -0.3
C -29.553 -6.764 35.589 -0.3 -0.1 -0.6
C -30.873 -7.370 35.518 -0.3 -0.2 0.0
N -31.899 -7.883 35.433 0.0 0.2 0.0
H -29.634 -5.695 35.779 0.1 0.0 0.3
H -29.110 -6.891 34.601 0.2 0.0 0.1
H -28.949 -7.268 36.336 0.1 0.1 0.1
C -28.436 -1.002 37.406 -0.9 0.3 0.6
C -28.778 -2.320 36.913 0.5 0.2 -0.3
N -29.047 -3.363 36.524 -0.2 -0.3 -0.1
H -29.384 -0.538 37.699 0.1 0.1 0.0
H -27.936 -0.344 36.704 0.2 -0.3 -0.2
H -27.868 -1.088 38.326 0.2 0.1 -0.1
C -31.167 2.059 39.258 -0.6 -0.7 -0.5
C -31.494 0.634 39.171 0.3 0.2 0.1
N -31.762 -0.478 39.098 0.0 -0.1 -0.1
H -30.470 2.301 38.459 0.2 0.1 0.2
H -30.756 2.256 40.241 0.0 0.3 -0.1
H -32.105 2.574 39.049 0.1 0.3 0.3
N -30.504 -2.959 40.194 -0.4 0.1 -0.4
C -31.196 -4.048 40.646 0.8 -0.2 0.1
C -30.312 -4.794 41.398 -0.6 0.0 0.5
C -29.085 -4.101 41.445 0.4 0.0 -0.3
C -29.217 -2.992 40.647 -0.3 0.2 0.3
H -30.909 -2.223 39.627 0.1 -0.1 0.2
H -32.230 -4.221 40.403 0.0 0.1 0.0
H -30.555 -5.681 41.963 0.0 0.0 -0.1
H -28.184 -4.410 41.950 0.0 0.0 0.0
H -28.538 -2.192 40.408 0.0 0.0 0.0
N -28.045 -7.337 39.501 0.4 -0.5 -0.3
C -28.124 -6.148 38.837 0.4 0.3 -0.3
C -27.195 -6.182 37.813 -0.4 0.8 0.3
C -26.572 -7.433 37.837 0.4 -0.9 0.6
C -27.098 -8.133 38.904 0.0 0.2 -0.2
H -28.583 -7.654 40.284 -0.3 0.3 0.1
H -28.777 -5.351 39.145 -0.1 -0.1 0.1
H -26.962 -5.373 37.139 -0.2 0.0 -0.1
H -25.790 -7.793 37.189 0.0 0.0 -0.1
H -26.873 -9.112 39.292 0.0 0.0 -0.1
N -27.355 -5.599 33.210 -0.3 0.2 -1.1
C -26.534 -6.588 32.759 0.1 0.0 1.1
C -25.446 -6.586 33.603 0.7 -0.3 -0.1
C -25.571 -5.512 34.512 -1.1 0.9 -0.3
C -26.779 -4.875 34.210 0.2 -1.0 0.0
H -28.276 -5.463 32.804 0.0 0.4 0.1
H -26.827 -7.223 31.942 0.0 -0.1 0.0
H -24.604 -7.261 33.594 -0.1 0.0 -0.2
H -24.872 -5.198 35.267 0.1 0.0 0.0
H -27.348 -4.042 34.585 0.3 0.1 0.4
```
Positions in Å, forces in eV/Å.

Here are the Löwdin charges for atoms 1 to 2, given in e: atom 1 (C): -0.26, atom 2 (S): 0.81


No. 2
# C11H23IrN3O2SSbSe4

A molecular structure, C11H23IrN3O2SSbSe4 (ωB97M-V with the def2-TZVPD basis set, OMol25).

Results
E	-11096.29029	hartree
net charge	0
relative energy (zero: lowest compared OMol25 entry of this formula, charge and spin)	16.89	kJ/mol

Structure (XYZ):
```
46
Properties=species:S:1:pos:R:3:forces:R:3
Ir 1.717 -0.250 -0.807 0.4 -0.2 -0.3
C 0.605 -0.436 1.956 0.0 -0.1 0.0
C 1.815 0.472 2.071 0.0 0.0 0.0
N 2.788 0.174 0.992 -0.1 0.1 0.0
C 3.782 -0.890 1.237 0.0 0.0 0.0
C 3.201 -2.293 1.135 0.0 0.0 0.0
S 2.186 -2.508 -0.384 0.0 -0.1 0.1
C 0.580 -3.032 0.327 -0.1 0.0 -0.1
C -0.426 -1.891 0.258 0.1 0.0 0.1
N 0.220 -0.584 0.531 0.4 -0.3 0.4
H -0.243 -0.033 2.512 0.0 0.0 0.0
H 0.822 -1.423 2.364 0.0 0.0 0.0
H 2.275 0.386 3.060 0.0 0.0 0.0
H 1.509 1.508 1.922 0.0 0.0 0.0
H 3.282 1.035 0.772 0.1 0.0 0.0
H 4.247 -0.767 2.221 0.0 0.0 0.0
H 4.553 -0.762 0.479 0.0 0.0 0.0
H 2.584 -2.542 1.996 0.0 0.0 0.0
H 4.017 -3.013 1.100 0.0 0.0 0.0
H 0.752 -3.394 1.340 0.0 0.0 0.0
H 0.231 -3.876 -0.264 0.0 0.0 0.0
H -1.249 -2.040 0.960 0.0 0.0 0.0
H -0.845 -1.809 -0.743 0.0 0.0 0.0
H -0.495 0.126 0.267 0.1 0.2 -0.3
Se 1.681 2.138 -1.242 0.0 0.2 0.3
Sb 1.226 1.807 -3.725 -0.1 0.0 -0.1
Se 1.246 -0.692 -3.094 0.0 0.0 -0.1
Se -0.975 2.579 -4.326 0.0 -0.1 0.0
Se 3.085 2.339 -5.094 0.0 0.0 0.0
O -2.632 0.116 1.004 0.1 0.1 -0.3
C -2.510 0.622 -0.123 -0.6 0.1 0.4
O -1.461 0.810 -0.787 0.0 0.1 0.0
C -3.783 1.152 -0.805 0.0 0.0 -0.1
N -3.396 1.518 -2.210 0.1 -0.1 -0.2
C -3.925 2.876 -2.511 -0.1 0.1 0.0
C -3.811 3.557 -1.158 0.0 0.0 0.0
C -4.278 2.471 -0.181 0.0 0.0 0.0
H -4.552 0.384 -0.827 0.0 0.0 0.0
H -3.651 0.823 -2.907 -0.1 0.0 0.0
H -2.342 1.518 -2.230 -0.1 0.2 0.0
H -4.964 2.777 -2.824 0.0 0.0 0.0
H -3.330 3.318 -3.307 0.0 0.0 0.1
H -4.408 4.465 -1.104 0.0 0.0 0.0
H -2.768 3.819 -0.974 0.0 0.0 0.0
H -5.365 2.469 -0.094 0.0 0.0 0.0
H -3.865 2.590 0.818 0.0 0.0 0.0
```
Positions in Å, forces in eV/Å.

Here are the natural (NBO) charges for atoms 1 to 2, given in e: atom 1 (Ir): 0.49, atom 2 (C): -0.25


No. 3
# C14H42O7

7 unconnected molecules or ions with the total composition C14H42O7 at a distorted geometry (ωB97M-V with the def2-TZVPD basis set, OMol25).

Results
SMILES	CC(C)O.CC(C)O.CC(C)O.CC(C)O.CO.CO.O
E	-1085.24339	hartree
net charge	0
relative energy (zero: lowest compared OMol25 entry of this formula, charge and spin)	48.05	kJ/mol

Structure (XYZ):
```
63
Properties=species:S:1:pos:R:3:forces:R:3
C -2.876 -1.141 -3.225 0.0 0.2 0.3
C -1.857 -2.140 -2.720 -1.2 -1.1 1.6
C -2.073 -2.386 -1.202 0.2 0.6 0.1
O -2.193 -3.402 -3.341 0.5 0.2 -0.4
H -2.792 -1.027 -4.303 -0.1 0.3 0.0
H -2.833 -0.200 -2.673 0.6 0.2 -0.4
H -3.886 -1.477 -2.974 0.1 -0.5 -0.3
H -0.798 -1.931 -2.887 -0.1 0.5 -0.3
H -3.040 -2.865 -1.055 0.0 -0.2 -0.1
H -2.091 -1.480 -0.585 0.1 0.1 -0.4
H -1.283 -3.005 -0.767 -0.1 -0.2 -0.2
H -1.561 -4.046 -3.004 -0.1 -0.1 -0.1
C -2.310 -1.844 2.773 -0.3 0.9 0.1
C -1.356 -1.161 3.745 1.0 -0.9 0.3
C -1.471 -1.752 5.147 -0.2 0.9 0.4
O -0.010 -1.386 3.238 -0.3 0.3 0.0
H -1.921 -2.808 2.454 -0.1 -0.2 0.3
H -2.456 -1.245 1.872 0.1 0.0 0.0
H -3.290 -1.911 3.249 0.0 -0.3 -0.1
H -1.478 -0.080 3.822 -0.3 0.0 -0.3
H -0.771 -1.308 5.864 0.4 0.0 -0.4
H -1.346 -2.833 5.181 -0.3 -0.1 -0.1
H -2.422 -1.404 5.560 -0.2 -0.6 -0.1
H 0.490 -1.828 3.927 0.1 0.0 -0.1
C 3.630 -2.032 -1.671 -1.2 0.2 0.1
C 3.758 -0.684 -0.968 0.9 -0.2 0.4
C 3.679 0.497 -1.909 -0.1 -0.4 -0.9
O 2.792 -0.613 0.076 -0.4 0.1 0.2
H 3.616 -2.856 -0.958 0.4 0.1 0.1
H 4.359 -2.198 -2.461 0.2 0.1 0.1
H 2.634 -2.084 -2.128 0.1 0.1 -0.2
H 4.736 -0.657 -0.467 0.1 0.0 -0.2
H 4.391 0.318 -2.722 0.2 0.2 0.1
H 3.897 1.460 -1.453 0.0 -0.1 0.2
H 2.710 0.529 -2.416 -0.1 0.1 0.3
H 3.133 0.009 0.749 0.1 -0.3 -0.3
C -0.879 3.179 -3.415 0.2 0.2 -0.8
C -0.136 2.342 -2.392 -0.3 -0.4 0.0
C 0.719 3.157 -1.465 0.5 1.2 0.1
O -1.100 1.567 -1.684 0.0 0.1 0.0
H -0.191 3.682 -4.103 0.2 0.0 0.3
H -1.509 3.962 -2.993 0.0 -0.2 0.3
H -1.478 2.572 -4.097 -0.2 -0.2 0.4
H 0.543 1.661 -2.923 -0.1 -0.1 -0.2
H 1.275 2.578 -0.727 0.0 -0.3 -0.1
H 0.178 3.934 -0.917 -0.3 -0.3 0.0
H 1.440 3.723 -2.067 0.2 -0.2 0.1
H -0.649 1.103 -0.965 -0.1 -0.1 0.0
C 2.518 1.624 2.325 0.7 0.9 0.6
O 3.856 1.266 1.918 -0.5 -0.3 -0.2
H 2.566 2.621 2.768 -0.2 0.1 -0.1
H 1.903 1.661 1.435 -0.1 -0.2 0.0
H 2.102 0.968 3.090 0.0 -0.4 -0.3
H 4.422 1.203 2.691 0.0 0.0 0.0
C -2.661 1.944 1.575 -0.2 -0.3 0.0
O -1.322 2.024 2.025 0.1 0.0 -0.1
H -2.813 2.246 0.535 0.3 0.1 0.0
H -3.027 0.914 1.655 -0.2 0.0 0.1
H -3.274 2.584 2.208 0.0 0.0 0.1
H -0.791 1.396 1.505 -0.1 0.4 0.0
O 0.027 0.007 0.593 -0.2 -0.2 0.0
H -0.286 -0.523 1.343 0.3 -0.1 -0.1
H 0.855 -0.425 0.316 0.2 0.2 0.0
```
Positions in Å, forces in eV/Å.

Here are the natural (NBO) charges for atoms 1 to 2, given in e: atom 1 (C): -0.64, atom 2 (C): 0.10